Below is a cluster of 5 separate species, C27H58BClFN3O11PS4 in total, with properties calculated with ωB97M-V/def2-TZVPD.

```
! wB97M-V def2-TZVPD RIJCOSX def2/J DEFGRID3
* xyz 1 1
C 1.698 0.687 -2.126
C 1.569 2.249 -2.600
B 0.128 2.970 -2.276
O 0.183 4.455 -2.029
C -1.350 2.261 -2.233
C -1.359 1.265 -3.580
C -2.447 3.500 -2.408
O -3.719 2.845 -2.716
C -4.213 1.983 -1.652
N -5.176 0.984 -2.328
C -5.111 2.975 -0.648
N -6.534 3.169 -1.087
C -6.691 3.998 -2.334
C -3.138 1.094 -0.823
P -3.424 -0.820 -1.092
O -3.144 -1.277 -2.743
Cl -1.998 -1.902 0.129
N -1.663 1.375 -1.068
C -1.054 1.732 0.265
C -1.554 3.175 0.897
F -1.338 3.307 2.356
H 2.809 0.367 -1.835
H 0.977 0.360 -1.265
H 1.423 -0.006 -3.059
H 1.868 2.315 -3.733
H 2.408 2.848 -1.998
H 0.679 4.812 -2.848
H -0.732 0.288 -3.427
H -0.791 1.903 -4.414
H -2.430 0.940 -3.909
H -2.461 4.247 -1.509
H -2.087 4.108 -3.357
H -5.659 1.453 -3.131
H -5.866 0.608 -1.643
H -5.125 2.614 0.464
H -4.588 4.044 -0.697
H -7.109 2.302 -1.079
H -7.775 4.486 -2.285
H -6.650 3.391 -3.336
H -5.935 4.909 -2.313
H -3.456 1.227 0.323
H -4.007 -1.414 -3.233
H -1.244 0.425 -1.313
H -1.446 0.911 1.041
H 0.130 1.583 0.325
H -0.900 4.012 0.360
H -2.696 3.403 0.698
C -0.181 -1.435 5.956
C -1.038 -1.196 4.714
C -0.112 -1.249 3.500
S 1.243 -2.321 3.952
O 2.457 -1.534 3.999
O 1.147 -3.555 3.198
C 0.704 -2.627 5.623
H -0.793 -1.624 6.842
H 0.438 -0.551 6.154
H -1.795 -1.986 4.636
H -1.567 -0.239 4.766
H -0.622 -1.656 2.623
H 0.299 -0.262 3.267
H 1.568 -2.719 6.283
H 0.128 -3.557 5.624
C 4.899 -4.163 -0.706
C 4.235 -4.111 0.669
C 3.714 -2.689 0.873
S 3.370 -2.044 -0.757
O 4.280 -0.950 -1.021
O 1.936 -1.918 -0.927
C 3.931 -3.476 -1.658
H 5.108 -5.190 -1.018
H 5.850 -3.616 -0.679
H 3.398 -4.818 0.697
H 4.931 -4.394 1.465
H 2.797 -2.679 1.469
H 4.468 -2.049 1.339
H 4.396 -3.169 -2.596
H 3.060 -4.108 -1.858
C 7.610 -8.495 -3.504
C 6.469 -8.992 -4.390
C 5.164 -8.461 -3.799
S 5.581 -6.943 -2.953
O 5.360 -7.131 -1.534
O 5.023 -5.822 -3.683
C 7.333 -7.018 -3.266
H 8.586 -8.650 -3.973
H 7.602 -9.037 -2.551
H 6.599 -8.602 -5.407
H 6.456 -10.085 -4.457
H 4.426 -8.252 -4.577
H 4.746 -9.154 -3.064
H 7.883 -6.609 -2.416
H 7.538 -6.429 -4.165
C -2.074 7.277 4.102
C -2.450 5.930 3.487
C -3.531 5.309 4.370
S -4.397 6.672 5.133
O -4.157 6.630 6.560
O -5.731 6.762 4.574
C -3.392 7.964 4.429
H -1.466 7.879 3.420
H -1.496 7.116 5.020
H -2.845 6.087 2.476
H -1.582 5.268 3.401
H -4.235 4.712 3.785
H -3.096 4.697 5.165
H -3.284 8.784 5.141
H -3.888 8.316 3.520
*
```

Calculated total energy, hartree: -4574.0696
Molecular weight, g/mol: 825.276

Atom charges from the Mulliken analysis, given in e for atoms 1 to 5: number 1, C, carries -0.395; number 2, C, carries -0.597; number 3, B, carries 0.709; number 4, O, carries -0.666; number 5, C, carries -0.126